w:
Entry from the Open Molecules 2025 dataset: a 2-piece molecular cluster, C3H5NO4 overall (wB97M-V/def2-TZVPD).

Bonds (Å) are listed after each position.
Positions of all 13 atoms, in Å:
1 C -1.05641 -1.78266 0.28216  O3 1.381, H7 1.099, H8 1.103, H9 1.095
2 C 0.90937 0.38056 -0.01177  O4 1.350, O5 1.193, C11 1.730
3 O -0.43846 -0.91651 -0.59751  C1 1.381
4 O 0.61638 0.44114 1.30472  C2 1.350, H6 0.971
5 O 1.97085 0.14381 -0.50171  C2 1.193
6 H 1.42732 0.22688 1.79373  O4 0.971
7 H -2.02557 -2.07374 -0.14769  C1 1.099
8 H -0.47435 -2.71749 0.34600  C1 1.103
9 H -1.19225 -1.35367 1.28076  C1 1.095
10 N 0.33445 2.61377 -1.10310  C11 1.269, H13 1.016
11 C -0.15637 1.47849 -0.81807  C2 1.730, N10 1.269, O12 1.236
12 O -1.24904 0.90651 -0.90136  C11 1.236
13 H 1.33407 2.65290 -0.92616  N10 1.016

Its total charge is 0. For the HOMO-LUMO gap (alpha / beta), the calculation gives 7.3458 / 7.9364 eV. As for the HOMO energy (alpha / beta): -10.23 / -9.80 eV.

These are the Löwdin partial charges, in e, on atoms 1 to 8:
1 C -0.113
2 C -0.492
3 O -0.066
4 O 0.119
5 O 0.164
6 H 0.146
7 H 0.103
8 H 0.115



x:
Entry from the Open Molecules 2025 dataset: one molecule with the formula C3H5NO4 (wB97M-V/def2-TZVPD).

Bonds (Å) are listed after each position.
Positions of all 13 atoms, in Å:
1 C -0.92238 0.73216 0.42598  O5 1.418, O7 1.350, H9 1.101, H10 1.086
2 C -0.18864 -1.43752 -0.41712  C3 1.599, O7 1.494, H11 1.099, H12 1.009
3 C 1.24332 -0.80269 -0.09660  C2 1.599, N4 1.350, O8 1.216
4 N 1.26294 0.51040 -0.40963  C3 1.350, O5 1.432, O6 1.406
5 O 0.02039 1.21339 -0.51729  C1 1.418, N4 1.432
6 O 2.18876 1.34748 0.23789  N4 1.406, H13 0.977
7 O -1.23652 -0.55792 0.18274  C1 1.350, C2 1.494
8 O 2.20376 -1.47705 0.22134  C3 1.216
9 H -1.76777 1.42190 0.27773  C1 1.101
10 H -0.45958 0.96450 1.38003  C1 1.086
11 H -0.55519 -1.45570 -1.45307  C2 1.099
12 H -0.18527 -2.35064 0.01279  C2 1.009
13 H 2.86771 0.79199 0.66796  O6 0.977

The SMILES is O=C1COCON1O. Its total charge is 0. For the HOMO-LUMO gap, the calculation gives 10.5268 eV. As for the HOMO energy: -9.94 eV.

These are the Löwdin partial charges, in e, on atoms 1 to 8:
1 C -0.256
2 C 0.033
3 C -0.396
4 N -0.070
5 O -0.012
6 O 0.056
7 O -0.080
8 O 0.096



Which is most stable? The ranking, best first, is x, w.



w:
Entry from the Open Molecules 2025 dataset: a 2-piece molecular cluster, C5H10NO overall (wB97M-V/def2-TZVPD).

Bonds (Å) are listed after each position.
Positions of all 17 atoms, in Å:
1 C -0.61299 0.21164 -0.26421  C2 1.486, N5 1.474, H8 1.065, H9 1.070
2 C 0.79574 0.19837 -0.73775  C1 1.486, C3 1.447, H10 1.063
3 C 1.63020 0.97857 0.14978  C2 1.447, C4 1.372, H11 1.121
4 C 2.92085 0.89742 0.60774  C3 1.372, H13 1.090, H14 1.067
5 N -1.31475 -0.80071 0.54617  C1 1.474, C6 1.621, H15 1.077
6 C -2.70267 -0.88460 -0.28764  N5 1.621, O7 1.299, H16 1.114, H17 1.191
7 O -3.32428 0.25396 -0.35716  C6 1.299
8 H -0.77922 1.05594 0.36244  C1 1.065
9 H -1.14238 0.37437 -1.17984  C1 1.070
10 H 1.05562 -0.53058 -1.46697  C2 1.063
11 H 1.05776 1.83607 0.59004  C3 1.121
12 H 1.82816 -0.55950 1.35925  no bonds
13 H 3.28377 1.43990 1.48093  C4 1.090
14 H 3.70455 0.28405 0.22417  C4 1.067
15 H -0.92117 -1.70386 0.11110  N5 1.077
16 H -3.11884 -1.78256 0.22338  C6 1.114
17 H -2.36033 -1.26849 -1.36142  C6 1.191

Its total charge is -1. For the HOMO-LUMO gap, the calculation gives 4.7584 eV. As for the HOMO energy: -2.69 eV.

These are the Löwdin partial charges, in e, on atoms 1 to 8:
1 C -0.385
2 C -0.137
3 C -0.341
4 C -0.020
5 N -0.073
6 C -0.591
7 O -0.284
8 H 0.082



x:
Entry from the Open Molecules 2025 dataset: an isolated ion of composition C5H10NO and charge -1 (wB97M-V/def2-TZVPD).

Bonds (Å) are listed after each position.
Positions of all 17 atoms, in Å:
1 N -2.29390 -0.19610 -0.54976  C5 1.312
2 C 0.40223 0.58550 2.10850  C3 1.527, H8 1.098, H9 1.089, H10 1.088
3 C 0.98398 -0.24257 0.96536  C2 1.527, C4 1.526, H11 1.091, H12 1.104
4 C -0.05080 -0.84527 0.01876  C3 1.526, C5 1.603, H13 1.095, H14 1.093
5 C -1.04359 0.07545 -0.83937  N1 1.312, C4 1.603, C6 1.700, H15 1.122
6 C -0.23362 0.34869 -2.30864  C5 1.700, O7 1.288, H16 1.117, H17 1.113
7 O 1.03609 0.46237 -2.12174  C6 1.288
8 H -0.13023 -0.15942 2.71397  C2 1.098
9 H -0.39850 1.22343 1.73706  C2 1.089
10 H 1.15793 1.00749 2.76808  C2 1.088
11 H 1.81916 0.09522 0.35068  C3 1.091
12 H 1.39924 -1.17209 1.39257  C3 1.104
13 H 0.49569 -1.39836 -0.75258  C4 1.095
14 H -0.76918 -1.54548 0.45211  C4 1.093
15 H -1.03421 1.05296 -0.28827  C5 1.122
16 H -0.59248 -0.52589 -2.90278  C6 1.117
17 H -0.74782 1.23408 -2.74394  C6 1.113

Its total charge is -1. For the HOMO-LUMO gap, the calculation gives 6.2989 eV. As for the HOMO energy: -2.49 eV.

These are the Löwdin partial charges, in e, on atoms 1 to 8:
1 N 0.073
2 C -0.116
3 C -0.287
4 C -0.239
5 C -0.541
6 C -0.459
7 O -0.248
8 H 0.066



y:
Entry from the Open Molecules 2025 dataset: an isolated ion of composition C5H10NO and charge -1 (wB97M-V/def2-TZVPD).

Bonds (Å) are listed after each position.
Positions of all 17 atoms, in Å:
1 C 1.80204 0.87038 -0.30093  O2 1.355, C3 1.547, H8 1.111, H9 1.126
2 O 1.99818 0.94474 -1.63940  C1 1.355
3 C 0.45294 1.52382 0.08002  C1 1.547, C4 1.527, H10 1.094, H11 1.101
4 C -0.68140 0.82878 -0.67044  C3 1.527, C5 1.502, H12 1.096, H13 1.102
5 C -1.20151 -0.49344 -0.18400  C4 1.502, C6 1.320, H14 1.087
6 C -0.82023 -1.10533 0.92191  C5 1.320, N7 1.458, H15 1.089
7 N -0.90154 -2.52931 1.22613  C6 1.458, H16 1.014, H17 1.014
8 H 2.62410 1.31300 0.30163  C1 1.111
9 H 1.73892 -0.20708 0.01860  C1 1.126
10 H 0.49345 2.49161 -0.42941  C3 1.094
11 H 0.13565 1.67677 1.12340  C3 1.101
12 H -1.56704 1.41800 -0.93263  C4 1.096
13 H -0.22067 0.66760 -1.65888  C4 1.102
14 H -1.82000 -1.01339 -0.91043  C5 1.087
15 H -0.03799 -0.58217 1.47027  C6 1.089
16 H -0.17741 -2.98197 0.67978  N7 1.014
17 H -1.81751 -2.82200 0.90439  N7 1.014

The SMILES is N/C=C/CCC[O-]. Its total charge is -1. For the HOMO-LUMO gap, the calculation gives 6.2332 eV. As for the HOMO energy: -2.25 eV.

These are the Löwdin partial charges, in e, on atoms 1 to 8:
1 C -0.546
2 O -0.378
3 C -0.235
4 C -0.255
5 C -0.133
6 C -0.234
7 N -0.015
8 H 0.070



Which is most stable? The ranking, best first, is y, x, w.